## a
One molecule with the formula C2H4N2OS. Source: OMol25; level of theory: ωB97M-V/def2-TZVPD.

The geometry in ORCA input format:
```
! RIJCOSX wB97M-V def2-TZVPD def2/J DEFGRID3
* xyz 0 1
C -0.29 1.24 0.39
C 0.12 -1.31 0.06
H -0.73 2.22 0.55
H 0.70 1.21 0.82
H 1.29 -0.77 -1.50
H 0.59 -2.28 0.09
N 0.34 -0.64 -1.16
N -0.64 -0.97 1.03
O -1.13 0.33 1.06
S -0.25 0.97 -1.34
*
```

Values from the calculation:
* HOMO: -8.722 eV
* gap between HOMO and LUMO: 9.33 eV
* SMILES string: C1=NOCSN1
* LUMO energy: 0.61 eV

Atom charges from the Mulliken analysis, given in e for atoms 1 to 5:
1 C -0.350
2 C -0.031
3 H 0.297
4 H 0.293
5 H 0.282

***

## b
One molecule with the formula C2H4N2OS. Source: OMol25; level of theory: ωB97M-V/def2-TZVPD.

The geometry in ORCA input format:
```
! RIJCOSX wB97M-V def2-TZVPD def2/J DEFGRID3
* xyz 0 1
C 2.29 -0.19 0.10
C -0.88 -0.26 0.32
H 1.60 1.60 -0.58
H 3.09 -0.75 0.38
H 1.15 -1.83 -0.37
H -0.54 -0.59 1.29
N 2.44 1.03 0.17
N 1.04 -0.85 -0.05
O 0.10 -0.07 -0.56
S -2.43 0.22 0.02
*
```

Values from the calculation:
* HOMO: -9.268 eV
* gap between HOMO and LUMO: 9.08 eV
* SMILES string: [H]/N=C\NOC=S
* LUMO energy: -0.19 eV

Atom charges from the Mulliken analysis, given in e for atoms 1 to 5:
1 C -0.108
2 C 0.007
3 H 0.310
4 H 0.445
5 H 0.224

***

## c
One molecule with the formula C2H4N2OS. Source: OMol25; level of theory: ωB97M-V/def2-TZVPD.

The geometry in ORCA input format:
```
! RIJCOSX wB97M-V def2-TZVPD def2/J DEFGRID3
* xyz 0 1
C -0.07 0.91 -0.51
C 0.05 -0.03 0.54
H -0.48 -1.22 -1.97
H -0.12 0.05 -3.41
H 0.32 1.87 -0.02
H 1.17 -1.13 -0.72
N 0.11 -0.30 -2.46
N -0.01 0.88 -1.73
O 0.56 -1.26 0.20
S -0.37 0.08 2.11
*
```

Values from the calculation:
* HOMO: -9.027 eV
* gap between HOMO and LUMO: 8.34 eV
* SMILES string: N/N=C\C(O)=S
* LUMO energy: -0.68 eV

Atom charges from the Mulliken analysis, given in e for atoms 1 to 5:
1 C -0.017
2 C 0.356
3 H 0.297
4 H 0.283
5 H 0.221

***

## d
One molecule with the formula C2H4N2OS. Source: OMol25; level of theory: ωB97M-V/def2-TZVPD.

The geometry in ORCA input format:
```
! RIJCOSX wB97M-V def2-TZVPD def2/J DEFGRID3
* xyz 0 1
C 1.99 0.10 0.30
C -1.58 0.34 0.38
H 3.09 1.39 -0.45
H 2.93 -0.29 0.72
H 1.03 -1.55 0.92
H -1.15 0.59 1.43
N 2.07 1.08 -0.43
N 0.86 -0.65 0.56
O -2.67 0.78 0.04
S -0.47 -0.76 -0.49
*
```

Values from the calculation:
* HOMO: -9.812 eV
* gap between HOMO and LUMO: 10.26 eV
* SMILES string: [H]/N=C/NSC=O
* LUMO energy: 0.45 eV

Atom charges from the Mulliken analysis, given in e for atoms 1 to 5:
1 C 0.061
2 C 0.133
3 H 0.264
4 H 0.298
5 H 0.283

***

Most stable structure - d; separation to the second - 133.6 kJ/mol.

***

## a
One molecule with the formula C7H17NO2. Source: OMol25; level of theory: ωB97M-V/def2-TZVPD.

The geometry in ORCA input format:
```
! RIJCOSX wB97M-V def2-TZVPD def2/J DEFGRID3
* xyz 0 1
C 1.08 -0.65 0.53
C -0.84 0.23 -0.99
C 1.97 0.00 1.72
C -0.97 1.54 -1.77
C -0.70 -0.92 -2.00
C -2.10 0.04 -0.13
C 1.10 0.64 2.78
N 0.35 0.43 -0.04
O 0.30 -1.63 1.12
O 2.00 -1.22 -0.36
H -0.33 -2.00 0.49
H 1.55 -1.82 -0.97
H 1.01 1.07 -0.47
H 2.65 0.72 1.26
H 2.56 -0.82 2.12
H -0.12 1.68 -2.44
H -1.88 1.54 -2.37
H -1.01 2.38 -1.08
H 0.22 -0.82 -2.57
H -0.73 -1.90 -1.52
H -1.53 -0.89 -2.71
H -2.02 -0.83 0.51
H -2.98 -0.05 -0.77
H -2.23 0.91 0.52
H 1.72 1.06 3.58
H 0.44 -0.10 3.21
H 0.50 1.43 2.35
*
```

Values from the calculation:
* HOMO: -9.070 eV
* gap between HOMO and LUMO: 9.70 eV
* SMILES string: CCC(O)(O)NC(C)(C)C
* LUMO energy: 0.63 eV

Atom charges from the Mulliken analysis, given in e for atoms 1 to 5:
1 C 0.483
2 C 1.413
3 C -0.651
4 C -1.902
5 C -1.757

***

## b
C7H17NO2 as an isolated structure. Source: OMol25; level of theory: ωB97M-V/def2-TZVPD.

The geometry in ORCA input format:
```
! RIJCOSX wB97M-V def2-TZVPD def2/J DEFGRID3
* xyz 0 1
C 0.76 -0.22 0.12
C 2.17 0.99 -0.68
C -1.89 -0.47 0.06
C -0.27 0.28 -0.72
C 1.23 -1.64 -0.11
C 0.74 0.16 1.58
C -2.81 -0.66 -1.12
N -2.35 0.44 1.04
O 1.93 2.36 -0.46
O 3.32 0.55 0.00
H 1.71 2.46 0.48
H 4.05 1.15 -0.19
H 2.28 0.88 -1.77
H -1.62 -1.42 0.52
H -2.75 0.02 1.87
H -2.91 1.20 0.68
H -0.25 -0.09 -1.74
H -0.49 1.34 -0.63
H 0.63 -2.35 0.45
H 1.18 -1.91 -1.17
H 2.26 -1.73 0.23
H 0.24 -0.60 2.18
H 0.23 1.11 1.75
H 1.77 0.24 1.93
H -3.81 -0.99 -0.81
H -2.41 -1.40 -1.81
H -2.93 0.28 -1.67
*
```

Values from the calculation:
* HOMO: -7.426 eV
* gap between HOMO and LUMO: 8.25 eV
* LUMO energy: 0.82 eV

Atom charges from the Mulliken analysis, given in e for atoms 1 to 5:
1 C 1.586
2 C -0.082
3 C 0.115
4 C -1.239
5 C -1.709

***

Most stable structure - a; separation to the second - 250.0 kJ/mol.

***

## a
C4H9N3O as an isolated structure. Source: OMol25; level of theory: ωB97M-V/def2-TZVPD.

The geometry in ORCA input format:
```
! RIJCOSX wB97M-V def2-TZVPD def2/J DEFGRID3
* xyz 0 1
C 1.08 -0.51 -1.14
C 0.04 -0.02 -0.20
C -0.95 1.71 1.14
C 0.11 2.53 0.36
H 1.85 -1.04 0.79
H 1.20 -2.39 -0.40
H 0.38 -1.03 -1.84
H 1.51 0.48 -1.94
H -1.91 -2.37 -0.50
H -2.06 1.76 0.72
H -1.32 1.65 2.28
H 1.08 3.00 0.47
H -0.04 2.39 -0.59
N 1.71 -1.45 -0.26
N -1.05 -0.66 0.01
N 0.12 0.99 0.78
O -0.99 -2.10 -0.46
*
```

Values from the calculation:
* HOMO: -8.510 eV
* gap between HOMO and LUMO: 9.44 eV
* LUMO energy: 0.93 eV

Atom charges from the Mulliken analysis, given in e for atoms 1 to 5:
1 C -0.439
2 C 0.297
3 C -0.307
4 C -0.547
5 H 0.314

***

## b
C4H9N3O as an isolated structure. Source: OMol25; level of theory: ωB97M-V/def2-TZVPD.

The geometry in ORCA input format:
```
! RIJCOSX wB97M-V def2-TZVPD def2/J DEFGRID3
* xyz 0 1
C -0.90 0.01 1.87
N 0.84 -0.83 -1.40
C 0.62 -0.60 -0.05
N 1.73 -0.15 0.60
C -0.27 0.78 -1.09
C -0.65 -0.61 0.53
O -0.17 -1.73 -1.88
N 0.20 1.89 -0.80
H 0.12 -1.88 -2.78
H 2.47 0.13 -0.03
H 1.57 0.54 1.33
H -0.18 2.69 -1.29
H -1.06 0.38 -1.71
H -1.42 -1.20 0.05
H -0.25 -0.39 2.65
H -0.72 1.10 1.82
H -1.93 -0.13 2.18
*
```

Values from the calculation:
* HOMO: -7.340 eV
* gap between HOMO and LUMO: 8.34 eV
* LUMO energy: 1.00 eV

Atom charges from the Mulliken analysis, given in e for atoms 1 to 5:
1 C -1.435
2 N -0.571
3 C 0.525
4 N -0.505
5 C -0.045

***

Most stable structure - b; separation to the second - 240.4 kJ/mol.